119
Properties=species:S:1:pos:R:3:forces:R:3 method="wB97M-V/def2-TZVPD" e_homo_ha=-0.2414 homo_lumo_gap_ha=0.2364
Ba -2.3834 0.7204 -0.2495 -1.943 1.664 2.954
C -2.1933 4.9651 -0.0921 0.348 0.472 0.208
C -3.3782 4.3497 0.2983 -0.115 -0.042 0.401
C -3.6471 3.3092 -0.5920 0.373 0.056 -1.417
C -2.5760 3.3143 -1.5816 -1.624 -0.194 0.333
C -1.7139 4.3404 -1.2485 0.578 0.195 0.143
H -1.7450 5.8232 0.3823 0.133 0.063 0.146
H -3.9999 4.6401 1.1318 -0.093 0.066 0.066
H -4.6310 2.9100 -0.7961 -0.113 -0.355 0.186
H -2.6352 2.8125 -2.5343 0.155 -0.267 -0.143
H -0.8340 4.6296 -1.7995 0.131 0.006 -0.046
C 0.2611 -2.1310 -6.7650 -0.029 0.086 0.023
C -0.2083 -1.6645 -5.4183 0.001 -0.031 -0.089
C -1.4876 -1.2318 -5.1852 0.075 0.010 0.028
C -1.9115 -0.7798 -3.9128 0.985 0.219 0.633
C -3.3027 -0.5910 -3.5915 -0.752 -0.004 -0.001
O -3.7496 -0.0481 -2.5712 0.278 0.039 -0.002
C -4.2888 -1.2328 -4.5237 -0.197 -0.079 -0.032
C -5.4171 -0.5509 -4.9677 0.096 0.060 0.064
C -6.3325 -1.1818 -5.7953 -0.068 0.030 0.034
C -6.1391 -2.5004 -6.1725 0.045 -0.049 -0.089
C -5.0237 -3.1890 -5.7249 -0.003 -0.123 0.078
C -4.1088 -2.5621 -4.8983 -0.014 0.090 0.056
C -0.9455 -0.6660 -2.8672 0.343 -0.931 -2.597
O -1.1941 -0.1348 -1.7440 1.770 -0.878 -1.198
C 0.3321 -1.2830 -3.1012 -0.437 0.488 0.071
C 0.6921 -1.7285 -4.3369 -0.328 0.073 0.103
C 1.1503 -1.3646 -1.8567 0.160 0.093 -0.146
N 2.1572 -0.6043 -1.8710 0.047 0.033 -0.392
C 3.0042 -0.1246 -0.8309 0.345 -0.043 0.577
C 4.4537 -0.0353 -1.2780 -0.122 -0.380 0.051
Te 5.5097 -1.9316 -1.1473 -0.306 0.219 -0.471
C 4.5442 -2.9646 -2.7585 0.276 0.286 0.479
C 3.9520 -4.1945 -2.5166 0.021 0.007 0.311
C 3.4728 -4.9585 -3.5650 -0.067 -0.157 -0.119
C 3.5806 -4.4961 -4.8646 -0.066 -0.060 -0.065
C 4.1399 -3.2533 -5.1086 0.030 0.021 -0.112
C 4.6214 -2.4924 -4.0591 0.088 0.264 0.013
C 0.4123 -2.1987 -0.8429 -0.051 -0.327 0.497
C 0.5105 -2.1796 0.5562 -0.237 -0.114 -0.120
C -0.5019 -2.7255 1.3616 -0.135 0.121 -0.067
C -1.5631 -3.3934 0.7790 0.109 0.009 -0.020
C -1.5643 -3.6050 -0.5897 -0.042 -0.058 -0.047
C -0.5966 -3.0191 -1.3756 0.072 -0.239 0.124
H -0.5594 -2.2040 -7.4734 -0.075 -0.006 -0.079
H 0.7324 -3.1093 -6.6780 0.055 -0.076 -0.079
H 1.0006 -1.4394 -7.1685 0.063 -0.001 -0.102
H -2.2013 -1.2241 -5.9977 0.008 -0.045 -0.048
H -5.5662 0.4778 -4.6729 -0.010 0.070 0.065
H -7.2089 -0.6523 -6.1407 -0.014 0.090 -0.017
H -6.8500 -2.9938 -6.8200 -0.063 0.003 -0.029
H -4.8655 -4.2188 -6.0126 -0.023 -0.065 -0.010
H -3.2466 -3.0955 -4.5249 0.052 -0.091 -0.059
H 1.6656 -2.1716 -4.4891 0.199 -0.043 0.064
H 2.9386 -0.6617 0.1171 0.037 0.236 -0.214
H 2.6396 0.8995 -0.6601 0.097 -0.008 0.072
H 4.9968 0.6245 -0.6059 0.177 -0.015 0.031
H 4.5261 0.3490 -2.2891 0.098 0.000 -0.165
H 3.8736 -4.5664 -1.5034 -0.001 -0.039 0.044
H 3.0305 -5.9243 -3.3688 -0.050 -0.072 0.028
H 3.2379 -5.1032 -5.6881 -0.084 -0.069 -0.084
H 4.2258 -2.8890 -6.1222 -0.016 0.060 -0.074
H 5.0657 -1.5254 -4.2462 0.080 0.040 -0.088
H 1.5355 -1.5474 2.1810 0.039 -0.019 -0.064
H -0.2613 -1.4476 3.0475 0.024 -0.213 0.012
H -2.3540 -3.7944 1.3945 -0.064 0.003 0.021
H -2.3407 -4.2044 -1.0430 -0.025 -0.045 -0.058
H -0.6259 -3.1857 -2.4415 -0.065 -0.001 0.038
N -1.7510 -2.7463 3.4696 0.295 -0.518 -0.158
C -2.5501 -1.7552 3.9312 -0.322 0.514 0.258
C -3.6017 -2.0492 4.8215 0.032 0.076 -0.044
C -4.3708 -1.0166 5.2977 0.139 0.059 -0.171
C -4.0971 0.2855 4.8789 -0.039 0.105 0.028
C -3.0446 0.4770 4.0075 -0.229 0.142 0.267
N -2.2873 -0.5061 3.5333 0.228 -0.416 -0.334
C -0.4503 -2.5187 2.8681 -0.005 0.201 -0.005
C 0.5624 -3.3352 3.6522 0.016 -0.006 0.131
C 1.7625 -3.8515 3.3660 -0.295 -0.078 0.241
C 2.5614 -3.8598 2.1524 0.168 0.221 -0.347
C 2.5320 -2.9546 1.1757 0.345 -0.352 0.117
N 1.7136 -1.7970 1.2131 -0.378 0.252 0.333
H -1.9803 -3.6932 3.7247 0.040 0.107 0.117
H -3.7673 -3.0663 5.1409 -0.025 -0.131 0.035
H -5.1653 -1.2064 6.0046 -0.076 -0.046 0.009
H -4.6888 1.1149 5.2323 0.014 0.107 -0.001
H -2.7650 1.4693 3.6733 -0.099 0.115 -0.025
H 0.2048 -3.4972 4.6649 0.101 -0.025 0.039
H 2.2128 -4.4224 4.1699 -0.011 0.055 0.126
H 3.2786 -4.6645 2.0853 0.077 -0.086 -0.151
H 3.1117 -3.0636 0.2670 0.082 -0.026 0.075
C 4.5022 6.7879 2.8261 0.156 -0.033 0.064
C 3.0666 6.5115 3.2205 0.114 -0.483 0.559
S 3.1240 5.3418 4.6141 -0.868 0.399 -0.107
O 3.8442 5.9395 5.6995 0.096 0.351 0.251
O 3.5758 4.0733 4.1156 0.133 -0.014 -0.314
C 1.3626 5.1685 5.1397 0.687 -0.009 -0.408
C 0.9572 3.7121 5.3128 0.087 0.216 0.507
N 0.9396 2.9675 4.0751 0.230 -0.426 -0.187
C 0.0242 3.0745 3.0767 -0.048 -0.054 0.047
N 0.3056 2.2741 2.0684 -0.522 0.021 -0.343
C 1.4487 1.6377 2.3873 0.613 0.049 0.840
C 1.8697 2.0459 3.6366 -0.896 -0.089 -1.157
N 2.9670 1.5539 4.3765 -0.021 -0.463 0.166
O 3.8168 0.9619 3.7507 0.294 -0.117 -0.212
O 2.9548 1.6750 5.5875 0.118 -0.023 0.322
C -1.1524 3.9711 3.1156 -0.021 -0.003 0.122
H 4.5520 7.4497 1.9631 -0.049 -0.014 0.007
H 4.9963 5.8486 2.5849 0.110 0.033 -0.095
H 5.0257 7.2481 3.6618 0.093 0.050 -0.055
H 2.5095 6.0201 2.4267 -0.154 -0.031 -0.027
H 2.5547 7.4064 3.5653 -0.131 0.030 0.043
H 0.7660 5.6789 4.3898 -0.124 0.086 -0.043
H 1.2897 5.6908 6.0886 0.008 0.112 0.043
H -0.0450 3.6631 5.7536 0.175 0.062 -0.018
H 1.6654 3.2231 5.9875 -0.357 0.050 -0.156
H 1.9072 0.9253 1.7308 0.190 -0.188 -0.054
H -1.7222 3.8405 4.0342 -0.091 -0.005 0.124
H -1.7839 3.7601 2.2538 0.025 0.084 0.003
H -0.8526 5.0160 3.0575 -0.057 0.111 -0.072